Entry 1:
DFT (the ωB97M-V functional and the def2-TZVPD basis) results for a structure of composition C31H29IrN7O6S2.

Geometry as XYZ:
```
76
Properties=species:S:1:pos:R:3:forces:R:3
Ir 0.823 1.626 1.295 -1.499 -2.264 1.435
C 1.144 3.782 -3.217 0.393 -0.157 -0.261
O 0.098 4.040 -2.239 -0.217 -0.063 0.189
C 0.032 3.039 -1.391 0.090 -0.389 -0.293
N 0.750 1.956 -1.840 0.402 0.522 0.246
C 1.225 2.267 -3.241 -0.021 -0.157 -0.151
C 2.517 1.604 -3.641 -0.044 -0.173 0.033
C 3.572 2.310 -4.198 -0.138 0.111 0.124
C 4.734 1.645 -4.562 0.091 -0.041 -0.070
C 4.843 0.275 -4.384 0.007 0.063 0.039
C 3.773 -0.442 -3.865 -0.029 0.006 -0.040
C 2.611 0.218 -3.509 -0.056 0.134 0.026
C -0.908 3.104 -0.328 -0.538 0.507 -0.131
C -1.825 4.170 -0.277 0.206 -0.435 -0.064
C -2.873 4.121 0.621 -0.164 0.333 0.037
C -3.032 3.007 1.438 0.372 -0.615 -0.089
C -2.078 1.989 1.383 -0.616 0.499 -0.285
N -0.978 2.090 0.586 0.632 0.335 0.908
C -2.288 0.774 2.091 0.390 -0.715 0.208
N -1.526 -0.337 2.177 -0.577 0.688 0.353
C -2.117 -1.304 3.139 -0.030 -0.251 -0.134
C -3.540 -0.753 3.190 -0.059 -0.446 0.093
O -3.419 0.612 2.731 0.041 0.289 -0.126
C -2.008 -2.728 2.659 -0.012 -0.003 0.035
C -1.501 -3.713 3.499 -0.005 0.044 -0.002
C -1.491 -5.039 3.085 0.041 -0.101 0.042
C -1.958 -5.379 1.825 0.039 0.016 -0.026
C -2.412 -4.388 0.963 -0.066 0.079 0.000
C -2.453 -3.070 1.384 -0.083 -0.004 0.058
H 2.069 4.251 -2.874 -0.125 0.048 0.117
H 0.821 4.223 -4.154 -0.014 -0.015 0.005
H 0.434 1.875 -3.889 -0.051 0.036 0.122
H 3.497 3.379 -4.354 0.083 0.008 0.019
H 5.558 2.202 -4.988 -0.005 0.010 0.000
H 5.758 -0.234 -4.655 -0.009 -0.001 -0.032
H 3.840 -1.517 -3.757 0.012 0.010 0.015
H 1.766 -0.335 -3.116 -0.005 -0.069 0.009
H -1.714 4.984 -0.979 -0.058 0.041 0.034
H -3.597 4.922 0.657 0.039 0.018 0.012
H -3.873 2.900 2.108 -0.072 0.073 -0.069
H -1.637 -1.189 4.114 0.059 0.038 -0.067
H -3.973 -0.749 4.186 0.066 0.101 0.007
H -4.204 -1.292 2.514 0.029 0.145 -0.093
H -1.145 -3.461 4.493 -0.055 0.030 0.026
H -1.129 -5.808 3.753 -0.005 0.003 0.004
H -1.981 -6.415 1.515 0.074 -0.002 -0.008
H -2.753 -4.640 -0.033 -0.035 -0.046 0.023
H -2.840 -2.301 0.724 0.015 -0.044 -0.012
C 1.524 -1.878 0.772 0.089 0.083 -0.015
C 0.191 -1.213 0.691 0.114 0.125 0.932
N -0.155 -0.455 1.848 0.882 0.643 -1.637
N 0.561 -0.872 2.969 0.392 -0.246 0.428
C 1.053 0.004 3.875 -0.314 0.207 -0.012
N 1.720 -0.498 4.902 -0.001 -0.162 -0.009
S 0.735 1.659 3.760 0.017 0.530 -1.039
C -0.585 -1.217 -0.506 -0.696 -0.117 -0.771
C -0.212 -2.025 -1.607 0.235 0.014 0.357
C -0.964 -2.000 -2.761 -0.101 0.099 -0.165
C -2.086 -1.183 -2.839 0.053 -0.006 0.116
C -2.398 -0.429 -1.716 -0.076 -0.083 -0.304
N -1.695 -0.457 -0.598 0.157 0.405 0.648
H 2.262 -1.212 1.224 0.083 -0.069 -0.059
H 1.884 -2.120 -0.223 0.038 0.019 0.095
H 1.493 -2.809 1.350 0.058 -0.049 -0.059
H 0.680 -1.869 3.089 -0.180 -0.068 -0.168
H 1.973 -1.472 4.972 -0.061 -0.009 0.042
H 2.099 0.133 5.590 0.044 0.034 -0.021
H 0.645 -2.681 -1.544 -0.074 0.021 -0.095
H -0.673 -2.601 -3.613 0.004 -0.086 0.058
H -2.706 -1.154 -3.723 0.025 0.054 -0.011
H -3.259 0.235 -1.723 0.013 -0.098 0.025
O 3.913 2.224 -1.006 0.120 0.000 0.066
S 2.829 2.063 -0.123 0.889 0.016 -1.119
O 2.951 1.109 0.990 0.273 0.078 0.311
O 1.541 1.200 -0.975 -0.391 0.233 0.133
O 2.069 3.245 0.282 -0.087 0.240 0.008
```
Positions in Å, forces in eV/Å.

The value obtained for the energy relative to the best compared isomer or geometry (same formula, charge and spin) is 696.7 kJ/mol. The net charge is +2. Its highest occupied orbital energy (spin up / spin down) is -0.4381 / -0.4382 hartree. The calculation puts the molar mass at 851.97 g/mol. Its largest force on an atom is 0.0597 Eh/bohr. As for the spin multiplicity: 2. As for the calculated total energy: -79821.570 eV.



Entry 2:
DFT (the ωB97M-V functional and the def2-TZVPD basis) results for a structure of composition C31H29MoOS5Sb2.

Geometry as XYZ:
```
69
Properties=species:S:1:pos:R:3:forces:R:3
Mo -1.288 -0.547 -0.096 -4.032 -2.106 6.145
C 0.714 3.381 -0.332 0.074 0.532 0.607
C 1.932 2.705 0.322 0.160 0.132 -0.006
C 2.550 1.460 -0.347 0.289 0.092 0.159
Sb 1.576 -0.490 -0.096 1.830 0.736 0.367
C 1.187 -0.303 2.013 -0.021 0.014 0.013
C -0.092 -0.641 2.472 1.266 0.837 0.905
C -0.411 -0.516 3.827 -0.009 0.031 -0.198
C 0.548 -0.051 4.731 0.111 -0.101 -0.587
C 1.826 0.291 4.277 -0.308 -0.153 -0.379
C 2.145 0.167 2.921 -0.744 -0.132 0.390
C 3.351 -1.718 -0.044 -0.024 -0.305 -0.257
C 3.330 -2.935 -0.738 0.279 0.117 0.187
C 4.453 -3.768 -0.739 0.078 0.427 0.278
C 5.607 -3.387 -0.048 -0.463 0.244 -0.050
C 5.637 -2.174 0.644 -0.474 -0.126 -0.249
C 4.513 -1.341 0.647 -0.132 -0.381 -0.324
Sb -1.232 2.424 -0.096 0.783 0.163 -1.184
C -2.499 4.101 -0.547 -0.419 0.144 0.367
C -3.858 4.010 -0.221 0.138 0.311 -0.112
C -4.717 5.083 -0.474 0.479 0.052 -0.182
C -4.220 6.253 -1.055 0.321 -0.430 0.104
C -2.864 6.349 -1.383 -0.245 -0.482 0.200
C -2.004 5.277 -1.128 -0.303 -0.146 0.153
C -1.211 1.665 -2.106 -0.104 0.256 -0.472
C -0.978 2.510 -3.200 -0.110 -0.805 -0.283
C -0.971 1.992 -4.498 -0.050 -0.216 0.464
C -1.197 0.629 -4.709 -0.079 0.183 0.682
C -1.432 -0.216 -3.620 -0.019 -0.365 0.225
C -1.439 0.301 -2.321 1.156 2.544 -1.634
H 0.926 3.640 -1.389 -0.372 -0.308 0.486
H 0.574 4.335 0.220 0.034 -0.387 -0.420
H 1.725 2.505 1.393 0.132 0.098 -0.518
H 2.733 3.477 0.283 -0.378 -0.411 0.214
H 3.524 1.316 0.157 -0.331 -0.089 -0.398
H 2.767 1.651 -1.419 -0.226 -0.263 0.561
H -0.841 -0.995 1.776 -0.371 -0.829 0.697
H -1.402 -0.776 4.176 -0.004 0.006 0.005
H 0.301 0.048 5.780 -0.019 -0.033 -0.046
H 2.566 0.657 4.976 0.000 -0.013 -0.020
H 3.128 0.451 2.589 0.184 0.019 -0.084
H 2.441 -3.236 -1.276 -0.024 -0.072 -0.021
H 4.430 -4.707 -1.275 -0.046 0.020 0.002
H 6.478 -4.030 -0.050 -0.035 0.016 -0.006
H 6.531 -1.876 1.176 -0.057 0.025 -0.002
H 4.567 -0.410 1.183 0.007 0.214 0.108
H -4.247 3.108 0.235 -0.070 0.001 0.024
H -5.766 5.009 -0.217 0.042 -0.029 -0.006
H -4.885 7.085 -1.250 0.027 -0.014 0.011
H -2.480 7.256 -1.831 0.035 -0.036 0.004
H -0.958 5.368 -1.381 0.114 0.054 0.006
H -0.803 3.565 -3.052 -0.042 0.096 0.050
H -0.791 2.648 -5.341 -0.003 -0.021 0.015
H -1.192 0.229 -5.714 -0.028 -0.060 0.081
H -1.608 -1.271 -3.783 0.014 -0.029 0.003
H -1.621 -0.357 -1.481 -2.033 -0.735 -6.952
O -2.999 -0.547 -0.096 3.185 0.999 0.671
C -2.918 -4.517 2.881 0.255 0.085 0.426
S -3.692 -5.161 1.380 -0.331 0.167 0.211
C -2.266 -5.609 0.477 0.159 0.774 -0.114
C -1.377 -4.743 -0.070 0.596 -0.692 -0.801
S -1.288 -3.003 -0.096 0.319 0.312 0.912
S -0.035 -5.507 -0.935 -0.408 -0.349 0.242
C -0.518 -7.164 -0.687 0.575 -1.137 -0.390
S 0.336 -8.479 -1.269 -0.723 1.226 0.492
S -1.988 -7.321 0.247 0.593 0.482 -0.287
H -3.692 -4.364 3.638 -0.035 -0.123 -0.236
H -2.428 -3.558 2.705 -0.012 -0.105 -0.137
H -2.190 -5.230 3.278 -0.148 0.073 -0.114
```
Positions in Å, forces in eV/Å.

The value obtained for the energy relative to the best compared isomer or geometry (same formula, charge and spin) is 678.5 kJ/mol. The net charge is +1. Its highest occupied orbital energy is -0.3514 hartree. The calculation puts the molar mass at 917.37 g/mol. Its largest force on an atom is 0.1487 Eh/bohr. As for the calculated total energy: -103758.603 eV.



Entry 3:
DFT (the ωB97M-V functional and the def2-TZVPD basis) results for a structure of composition C31H29N2O5PPdS.

Geometry as XYZ:
```
70
Properties=species:S:1:pos:R:3:forces:R:3
Pd -0.729 0.138 0.707 -0.106 -0.003 -0.154
O 0.760 -2.946 1.189 -0.003 0.000 -0.012
S 2.131 -2.455 1.130 0.074 0.072 0.026
O 3.118 -3.518 0.973 0.015 0.009 -0.006
O 2.348 -1.311 0.265 -0.014 -0.051 -0.025
C 2.427 -1.821 2.804 -0.067 -0.009 -0.013
C 3.499 -2.377 3.497 0.037 -0.014 0.041
C 3.769 -2.022 4.809 -0.017 -0.013 -0.055
C 2.941 -1.115 5.453 0.001 0.004 0.015
C 1.875 -0.562 4.764 0.000 0.009 0.037
C 1.609 -0.872 3.428 0.020 -0.070 -0.060
P 0.111 -0.064 2.649 0.051 0.068 0.184
C 0.255 1.634 3.367 0.014 0.032 0.013
C 1.474 2.260 3.624 -0.010 -0.047 -0.028
C 1.533 3.611 3.943 -0.017 0.034 -0.003
C 0.374 4.366 4.021 0.014 -0.016 0.025
C -0.848 3.759 3.755 -0.026 -0.012 0.056
C -0.903 2.418 3.417 -0.009 0.004 0.075
C -1.099 -0.893 3.780 -0.019 -0.048 -0.002
C -1.649 -0.364 4.943 0.024 0.030 0.007
C -2.570 -1.090 5.691 0.000 0.009 0.007
C -2.941 -2.366 5.295 0.015 -0.015 -0.030
C -2.383 -2.911 4.142 -0.020 0.012 0.043
C -1.480 -2.182 3.388 0.006 0.008 -0.025
H 4.100 -3.109 2.976 0.003 0.001 0.003
H 4.610 -2.466 5.330 0.002 -0.002 -0.001
H 3.118 -0.843 6.488 -0.015 0.010 -0.001
H 1.227 0.138 5.279 0.006 -0.012 0.011
H 2.392 1.690 3.554 -0.002 0.016 0.001
H 2.497 4.075 4.118 0.000 0.005 0.001
H 0.421 5.423 4.255 0.000 -0.001 -0.011
H -1.761 4.343 3.772 0.003 0.005 -0.009
H -1.852 1.974 3.136 -0.007 -0.017 0.000
H -1.365 0.628 5.273 -0.004 0.010 0.001
H -2.996 -0.653 6.587 -0.002 -0.001 0.000
H -3.660 -2.932 5.875 -0.002 0.006 0.007
H -2.663 -3.909 3.824 0.002 0.000 -0.006
H -1.045 -2.598 2.483 -0.012 0.000 0.023
N -1.298 4.154 0.001 -0.230 -0.081 0.378
C -0.078 3.898 0.496 0.130 -0.025 -0.139
C 0.705 5.000 0.214 -0.002 -0.025 0.041
C -0.167 5.880 -0.449 -0.083 -0.016 -0.017
N -1.385 5.362 -0.570 -0.036 0.054 -0.017
H -2.121 3.530 0.073 0.222 0.005 -0.461
H 0.136 2.957 0.981 0.019 0.000 -0.076
H 1.746 5.141 0.452 -0.004 -0.018 0.013
H 0.032 6.865 -0.844 0.012 -0.008 -0.003
C -8.419 -1.688 -1.330 0.002 0.000 0.008
C -7.099 -0.981 -1.159 -0.006 -0.012 0.002
C -6.787 0.144 -1.908 0.014 0.017 -0.007
C -5.586 0.828 -1.731 -0.024 -0.025 -0.006
C -5.301 2.059 -2.551 0.015 0.000 0.002
C -4.663 0.354 -0.798 0.023 0.028 -0.012
C -4.947 -0.790 -0.043 -0.027 -0.008 -0.008
C -3.965 -1.345 0.953 0.054 0.037 -0.022
C -6.169 -1.430 -0.229 0.018 0.007 0.008
C -3.346 1.090 -0.596 0.052 0.085 -0.043
O -3.424 2.297 -0.293 -0.034 0.035 0.194
O -2.309 0.403 -0.782 0.045 -0.033 0.030
H -8.902 -1.398 -2.264 0.000 0.001 -0.003
H -9.105 -1.449 -0.513 -0.004 -0.002 -0.001
H -8.289 -2.773 -1.338 -0.002 -0.001 0.000
H -7.494 0.506 -2.649 -0.006 -0.004 0.000
H -6.036 2.160 -3.351 -0.004 0.016 -0.003
H -4.304 2.020 -2.992 -0.002 -0.016 0.001
H -5.317 2.950 -1.924 -0.014 -0.001 -0.001
H -3.131 -1.832 0.445 -0.016 -0.025 -0.006
H -4.450 -2.065 1.614 0.006 0.000 0.006
H -3.505 -0.562 1.559 -0.039 0.005 0.014
H -6.390 -2.311 0.367 -0.015 -0.002 -0.007
```
Positions in Å, forces in eV/Å.

The value obtained for the energy relative to the best compared isomer or geometry (same formula, charge and spin) is 8.8 kJ/mol. The net charge is -2. Its highest occupied orbital energy is -0.0496 hartree. The calculation puts the molar mass at 679.04 g/mol. Its largest force on an atom is 0.0099 Eh/bohr. As for the calculated total energy: -69442.450 eV.